[1]
65
Properties=species:S:1:pos:R:3:forces:R:3:mulliken_charge:R:1 method="wB97M-V/def2-TZVPD" largest_force_ha_per_bohr=0.01075 mol_weight_g_mol=400.57 smiles="Cc1cc(C)c(NC(=O)CN2CCC(NC(=O)NC3CCCCC3)CC2)c(C)c1" lumo_ev=0.63 orbital_gap_ev=8.9
C 4.713127 4.715817 0.013432 0.0 0.0 0.0 -1.50
C 4.511082 3.231018 -0.010540 0.0 0.0 0.0 0.61
C 4.114187 2.599880 -1.182911 0.0 -0.1 0.1 -1.05
C 3.908519 1.232636 -1.233016 -0.1 0.0 0.1 1.23
C 3.486926 0.574286 -2.514593 0.0 0.0 0.1 -1.47
C 4.107067 0.473913 -0.073602 0.0 0.4 0.1 0.38
N 3.893479 -0.924789 -0.140316 0.4 0.1 -0.4 0.01
C 3.086144 -1.652515 0.672143 0.0 -0.4 0.0 0.77
O 2.451267 -1.174280 1.590816 -0.1 0.1 0.1 -0.66
C 3.064026 -3.148805 0.323673 -0.1 -0.2 -0.1 -1.41
N 1.876961 -3.669400 -0.322990 0.2 0.0 0.1 0.19
C 1.433006 -2.967370 -1.507825 0.0 0.2 -0.1 -1.04
C 0.557092 -1.739782 -1.220984 -0.1 -0.3 0.0 -0.41
C -0.636161 -2.142744 -0.351183 0.1 0.0 0.0 -0.42
N -1.432668 -0.978410 -0.026747 0.3 0.0 0.0 -0.25
C -2.793244 -0.979456 -0.168484 0.2 0.3 0.2 0.59
O -3.397739 -1.850615 -0.761095 -0.3 -0.4 -0.3 -0.70
N -3.409880 0.094383 0.412552 -0.1 0.2 0.2 -0.26
C -4.808562 0.385082 0.179454 0.0 0.2 0.1 -0.11
C -5.505284 0.743016 1.492495 -0.2 -0.3 -0.2 -0.75
C -6.986607 1.016248 1.250353 0.1 0.3 0.1 -0.61
C -7.165078 2.141312 0.235442 -0.2 -0.3 -0.1 -0.64
C -6.467806 1.790048 -1.075258 0.1 0.3 0.1 -0.64
C -4.986084 1.517194 -0.836813 -0.2 -0.4 -0.1 -0.81
C -0.134209 -2.845689 0.912229 -0.1 -0.2 -0.2 -0.43
C 0.759194 -4.028078 0.525384 -0.1 0.1 0.3 -1.10
C 4.548703 1.077195 1.104639 0.0 -0.1 -0.1 0.94
C 4.854500 0.275627 2.329378 -0.1 0.0 0.1 -1.61
C 4.729091 2.454890 1.114701 -0.1 0.0 -0.2 -1.03
H 5.495158 5.003279 -0.688546 0.0 0.1 0.0 0.34
H 3.798089 5.227933 -0.281105 0.0 0.1 0.0 0.34
H 4.996971 5.054325 1.006358 0.0 0.1 0.0 0.36
H 3.956946 3.190366 -2.074466 0.0 0.1 -0.1 0.37
H 3.282890 1.323863 -3.274448 0.0 0.0 -0.1 0.40
H 4.275780 -0.079769 -2.891230 0.0 -0.1 -0.1 0.38
H 2.588595 -0.023865 -2.370714 -0.1 -0.1 0.0 0.10
H 4.246554 -1.375451 -0.972417 -0.1 -0.1 0.2 0.26
H 3.917582 -3.377708 -0.327422 0.0 0.1 0.1 0.39
H 3.194449 -3.697984 1.259473 0.1 0.1 -0.1 0.34
H 2.309267 -2.685154 -2.098256 0.0 0.0 -0.1 0.47
H 0.846557 -3.679964 -2.098767 0.0 0.1 -0.1 0.42
H 0.202277 -1.311539 -2.160233 0.0 0.1 0.0 0.46
H 1.129433 -0.976719 -0.689604 0.0 0.1 0.0 0.22
H -1.298242 -2.810663 -0.913207 0.1 0.1 0.1 0.33
H -1.005997 -0.320535 0.607306 -0.1 0.0 0.0 0.31
H -2.843350 0.851443 0.761071 0.0 -0.1 0.0 0.30
H -5.234061 -0.537923 -0.227568 0.0 0.1 0.1 0.37
H -5.382870 -0.075706 2.203497 0.1 0.0 0.0 0.33
H -5.033784 1.633417 1.917610 0.1 0.1 0.1 0.28
H -7.461822 0.109037 0.871803 -0.1 -0.1 0.0 0.34
H -7.472029 1.282142 2.191743 -0.1 -0.1 0.0 0.33
H -8.227982 2.314687 0.055996 0.0 0.1 0.0 0.31
H -6.739235 3.063889 0.637545 0.0 0.1 0.0 0.31
H -6.931218 0.899711 -1.504938 -0.1 0.0 -0.1 0.33
H -6.583105 2.607249 -1.790541 0.0 -0.1 -0.1 0.34
H -4.497625 1.240518 -1.773189 0.1 0.0 0.0 0.33
H -4.503314 2.421955 -0.455593 0.1 0.1 0.0 0.32
H -0.981911 -3.200861 1.500046 -0.1 0.0 0.0 0.45
H 0.439087 -2.139785 1.516297 -0.1 0.0 0.0 0.13
H 1.144878 -4.518568 1.421216 0.0 -0.1 0.0 0.47
H 0.162615 -4.758436 -0.033236 0.0 0.0 0.1 0.41
H 5.415912 -0.621834 2.071291 0.0 -0.1 0.0 0.33
H 3.929368 -0.043981 2.808520 0.1 0.0 0.0 0.26
H 5.431662 0.865016 3.037100 0.1 0.0 0.0 0.45
H 5.061394 2.926990 2.028306 0.0 0.1 0.1 0.31



[2]
65
Properties=species:S:1:pos:R:3:forces:R:3:mulliken_charge:R:1 method="wB97M-V/def2-TZVPD" largest_force_ha_per_bohr=0.01563 mol_weight_g_mol=400.57 smiles=COc1cccc(CN2CCN(Cc3c(C)nn(C(C)C)c3C)C[C@@H]2CCO)c1 lumo_ev=0.70 orbital_gap_ev=9.0
C 4.649794 1.564693 6.406845 0.2 0.0 0.1 -0.90
O 3.518040 1.537735 5.573128 -0.3 -0.1 -0.2 -0.40
C 3.174314 0.364534 4.976421 -0.1 0.0 -0.1 0.36
C 3.844413 -0.842665 5.145662 0.2 0.2 0.2 -0.46
C 3.389344 -1.973504 4.488926 0.0 -0.1 0.0 -0.90
C 2.280714 -1.918934 3.666515 0.0 -0.1 0.0 -0.53
C 1.604335 -0.716848 3.490581 0.0 -0.1 0.1 0.50
C 0.399926 -0.627822 2.590115 0.0 0.0 0.0 -0.97
N 0.672407 0.250329 1.457645 0.0 0.0 0.2 0.29
C 1.707744 -0.260401 0.570320 0.2 -0.2 -0.2 -1.05
C 1.210429 -1.332032 -0.403486 0.1 0.2 0.2 -0.82
N 0.100185 -0.800722 -1.167016 0.0 -0.1 0.1 0.62
C -0.336973 -1.706013 -2.219853 -0.1 0.1 -0.1 -1.75
C -1.330022 -1.040644 -3.110853 -0.3 -0.2 -0.1 1.31
C -1.078144 0.079642 -3.932429 -0.3 -0.2 0.1 0.79
C 0.211889 0.797108 -4.097192 -0.1 0.0 -0.1 -1.13
N -2.175104 0.433854 -4.573333 0.2 0.6 -0.4 -1.16
N -3.132036 -0.418090 -4.195333 0.4 -0.5 0.5 1.05
C -4.461828 -0.275929 -4.743585 -0.3 0.3 -0.4 0.32
C -5.030991 1.083870 -4.341062 0.0 -0.3 0.0 -1.44
C -4.398746 -0.419584 -6.263202 -0.1 -0.1 0.2 -1.46
C -2.670304 -1.327726 -3.303360 0.3 0.0 0.0 0.23
C -3.527391 -2.389285 -2.710768 0.0 0.1 0.0 -2.17
C -0.979907 -0.446363 -0.269294 -0.1 0.1 0.3 -1.05
C -0.522166 0.643562 0.711144 -0.4 0.1 -0.4 -0.34
C -0.294777 1.971582 -0.023876 0.1 0.1 0.5 -0.57
C 0.071349 3.105043 0.937419 -0.4 0.0 -0.2 -0.79
O 1.343424 2.959158 1.508397 0.5 0.0 0.2 -0.64
C 2.055500 0.415097 4.145864 0.1 0.0 0.1 -0.31
H 4.735673 2.593381 6.753219 0.0 -0.1 0.0 0.25
H 4.530739 0.901831 7.270586 0.0 0.0 0.0 0.36
H 5.558785 1.290992 5.861260 0.0 0.0 0.0 0.36
H 4.712790 -0.915889 5.781012 0.1 0.0 0.1 0.41
H 3.913207 -2.908540 4.624033 0.0 -0.1 0.0 0.37
H 1.939082 -2.810631 3.161144 -0.1 -0.1 -0.1 0.37
H 0.098669 -1.641559 2.282958 0.0 0.1 0.1 0.33
H -0.430559 -0.188242 3.151955 0.0 -0.1 -0.1 0.54
H 2.519863 -0.658020 1.182297 0.0 0.1 -0.1 0.59
H 2.097704 0.579432 -0.009179 0.1 -0.1 0.0 0.35
H 2.019124 -1.595057 -1.089785 0.0 0.0 0.0 0.50
H 0.922184 -2.248288 0.148253 0.0 0.0 -0.1 0.29
H -0.761681 -2.638248 -1.801302 0.1 0.0 0.0 0.28
H 0.549921 -1.974388 -2.803651 0.0 -0.1 0.1 0.45
H 0.046420 1.737381 -4.614775 0.0 0.1 0.0 0.40
H 0.654938 0.980514 -3.121372 0.1 0.1 0.0 0.15
H 0.907400 0.192115 -4.679208 0.1 0.0 0.0 0.25
H -5.080615 -1.074718 -4.322948 0.2 0.1 0.0 0.19
H -4.376908 1.868396 -4.711308 0.0 0.1 0.0 0.33
H -6.024537 1.216819 -4.760142 -0.1 0.0 0.0 0.44
H -5.092725 1.165569 -3.258027 0.0 0.0 0.1 0.35
H -4.013566 -1.399392 -6.536664 0.0 -0.1 -0.1 0.35
H -5.387988 -0.297613 -6.695634 -0.1 0.0 -0.1 0.44
H -3.733725 0.339137 -6.666096 0.0 0.1 -0.1 0.34
H -2.943581 -2.980198 -2.010199 0.0 0.0 0.0 0.36
H -4.371160 -1.955734 -2.173064 -0.1 -0.1 0.0 0.39
H -3.915460 -3.056102 -3.481336 -0.1 -0.1 0.0 0.45
H -1.816276 -0.071600 -0.862424 0.0 0.0 0.1 0.57
H -1.334187 -1.330308 0.298758 0.0 0.0 -0.1 0.16
H -1.325149 0.802032 1.442617 0.1 0.0 0.0 0.61
H 0.492207 1.854363 -0.766801 0.0 0.1 -0.1 0.12
H -1.213817 2.236387 -0.548493 -0.1 0.0 -0.1 0.41
H 0.085515 4.058191 0.400676 -0.1 -0.1 0.1 0.48
H -0.696055 3.169218 1.727219 0.0 0.1 -0.1 0.27
H 1.402647 2.038376 1.817897 -0.1 0.0 -0.1 0.35
H 1.551876 1.361147 4.027016 -0.1 0.2 0.0 0.50



[3]
68
Properties=species:S:1:pos:R:3:forces:R:3:mulliken_charge:R:1 method="wB97M-V/def2-TZVPD" total_charge=+4 largest_force_ha_per_bohr=0.00547 mol_weight_g_mol=583.41 lumo_ev="-13.11 / -13.04" orbital_gap_ev="5.9 / 6.0"
Sn -0.370762 0.026341 0.032911 0.0 0.2 0.2 0.94
C 1.466810 0.338983 2.626728 -0.1 -0.1 0.0 -0.76
C 2.240173 -0.566477 1.691179 -0.1 0.0 0.0 -0.79
N 1.972049 -0.213651 0.278117 0.1 0.0 0.0 -0.07
C 2.665889 0.987295 -0.224327 0.0 -0.1 -0.1 -1.04
C 1.852063 2.239645 -0.017444 0.0 0.1 0.0 0.83
C 2.446870 3.484824 0.042018 0.0 0.0 0.0 -0.96
C 1.644378 4.604004 0.206178 0.0 0.0 0.0 -0.46
C 0.272460 4.444981 0.335478 0.0 0.0 0.0 -0.93
C -0.264140 3.173909 0.271603 0.0 0.0 0.0 0.82
C -1.750414 2.943723 0.391722 0.0 0.0 0.0 -1.10
N -2.075358 1.582233 0.860193 0.0 0.1 0.0 -0.16
C -2.153876 1.417153 2.329707 0.0 -0.1 0.0 -0.96
C -0.768980 1.351093 2.938252 0.0 -0.1 0.0 -0.66
N 0.007052 0.228694 2.335540 0.1 0.1 0.1 -0.18
N 0.517338 2.095743 0.076791 0.0 0.0 0.0 0.07
H 1.752970 1.383845 2.510052 0.0 0.0 0.0 0.39
H 1.664330 0.063375 3.663644 0.0 0.0 0.0 0.57
H 1.910602 -1.599953 1.821984 0.1 0.0 0.0 0.27
H 3.309144 -0.530854 1.911101 0.0 0.1 0.0 0.49
H 2.228972 -1.018762 -0.288986 -0.1 -0.1 0.0 0.16
H 2.827192 0.855503 -1.296919 0.0 0.0 0.0 0.44
H 3.651140 1.100419 0.232911 0.0 0.0 0.0 0.43
H 3.522216 3.576261 -0.034749 0.0 0.0 0.0 0.50
H 2.086139 5.591000 0.252967 0.0 0.0 0.0 0.48
H -0.374151 5.298313 0.491913 0.0 0.0 0.0 0.50
H -2.197612 3.076795 -0.596188 0.0 0.0 0.0 0.44
H -2.189698 3.703357 1.042163 0.0 0.0 0.0 0.41
H -2.973338 1.320754 0.467031 0.0 -0.1 0.0 0.24
H -2.682321 0.480867 2.524998 0.0 0.0 0.0 0.41
H -2.736179 2.216420 2.793372 0.1 0.0 0.0 0.44
H -0.838507 1.219460 4.018925 0.0 0.0 0.0 0.57
H -0.213437 2.271829 2.762631 0.0 0.0 0.0 0.37
H -0.317800 -0.632385 2.772999 0.0 0.0 0.0 0.35
O -4.454025 -0.807640 -0.766743 -0.3 -0.1 -0.1 -0.35
S -5.600823 -1.026740 -1.663798 -0.1 0.1 -0.2 0.61
C -7.230259 -0.607275 -0.984047 0.0 0.0 0.0 -0.56
C -7.784062 -1.987443 -0.623955 0.0 0.1 0.0 -0.57
C -7.436349 -2.906823 -1.802419 0.0 0.0 -0.1 -0.61
C -5.938070 -2.765383 -2.097547 0.0 0.0 0.1 -0.51
H -7.777637 -0.141114 -1.807192 0.0 0.0 0.0 0.42
H -7.067965 0.115248 -0.185770 0.0 0.0 0.0 0.40
H -8.861888 -1.911501 -0.483930 0.0 0.0 0.0 0.36
H -7.339074 -2.342326 0.306712 0.0 0.0 0.0 0.31
H -8.009192 -2.620862 -2.685097 0.0 0.0 0.0 0.34
H -7.655844 -3.951876 -1.588124 0.0 0.0 0.0 0.35
H -5.646048 -2.923458 -3.133716 0.0 0.0 0.0 0.42
H -5.285423 -3.328324 -1.426426 0.0 0.0 0.0 0.38
C 5.326204 -8.573354 1.716819 0.0 0.0 0.0 -1.32
C 4.711429 -7.446062 1.009075 0.0 0.0 0.0 0.84
C 3.480655 -6.864573 1.459254 0.0 0.0 0.0 -0.68
C 2.956124 -5.775669 0.828991 0.1 0.0 0.0 -0.43
C 3.617045 -5.265035 -0.310443 -0.1 0.0 0.0 0.47
C 4.837682 -5.808988 -0.779696 0.0 0.0 0.0 -0.45
C 5.363210 -6.891033 -0.144206 0.0 0.0 0.0 -0.48
S 2.923324 -3.875854 -1.192267 0.0 -0.1 0.0 0.40
C 2.137109 -4.856955 -2.489558 0.0 0.0 0.0 -0.98
O 1.849071 -3.249753 -0.362816 0.2 -0.1 0.0 -0.60
H 4.752779 -8.916813 2.571992 0.0 0.0 0.0 0.39
H 6.340921 -8.293000 2.033662 0.0 0.0 0.0 0.39
H 5.487243 -9.404385 1.015634 0.0 0.0 0.0 0.39
H 2.980491 -7.313486 2.307701 0.0 0.0 0.0 0.39
H 2.037974 -5.307288 1.158940 0.0 0.0 0.0 0.46
H 5.339089 -5.370512 -1.634408 0.0 0.0 0.0 0.52
H 6.286150 -7.342468 -0.486824 0.0 0.0 0.0 0.49
H 1.478547 -5.600164 -2.045729 0.0 0.0 0.0 0.37
H 2.916773 -5.318736 -3.095236 0.0 0.0 0.0 0.42
H 1.578028 -4.144698 -3.093626 0.0 0.0 0.0 0.37